Run a
The following is a DFT calculation (ωB97M-V/def2-TZVPD) of a cluster of 2 separate species, C3H4N4O2 in total.

Geometry (Å):
1 C -1.037 0.986 -1.099
2 H -0.443 1.091 0.988
3 O -1.978 1.593 -1.409
4 H -1.656 -0.084 0.858
5 N 0.487 2.773 -1.531
6 N -0.181 0.335 -2.003
7 C -0.771 0.381 0.347
8 H 1.287 -1.122 -1.774
9 H 0.917 -0.780 0.689
10 C 0.524 -0.536 -1.314
11 N 0.637 2.991 -2.621
12 O 0.591 3.022 -3.756
13 N 0.169 -0.618 0.035

Values from the calculation:
* SMILES string: N#[N+][O-].O=C1CNC=N1
* LUMO level: 0.578 eV
* Kohn-Sham gap: 10.2 eV

Atom charges from the Mulliken analysis, given in e for atoms 1 to 6: 0.66 0.31 -0.49 0.26 -0.32 -0.58


Run b
The following is a DFT calculation (ωB97M-V/def2-TZVPD) of an isolated molecule of C3H4N4O2.

Geometry (Å):
1 O -0.699 -0.463 -1.107
2 H 1.464 -0.431 -1.367
3 H 0.569 0.702 2.951
4 N -0.351 0.277 0.025
5 H 1.448 -1.257 -3.605
6 N 0.326 1.884 1.218
7 C 0.458 -0.681 -1.838
8 H -0.511 -1.305 -3.813
9 O -0.217 -1.532 1.706
10 C -0.201 -0.371 1.260
11 C 0.392 -1.133 -3.104
12 N -0.083 1.573 0.053
13 N 0.175 0.746 2.009

Values from the calculation:
* SMILES string: C=COn1nn[nH]c1=O
* LUMO level: 0.872 eV
* Kohn-Sham gap: 10.8 eV

Atom charges from the Mulliken analysis, given in e for atoms 1 to 6: -0.33 0.24 0.26 0.61 0.19 -0.31


Computed energies relative to the best structure, in kcal/mol: run a 0.0; run b 37.4


Run a
The following is a DFT calculation (ωB97M-V/def2-TZVPD) of an isolated molecule of C6H9N3O2.

Geometry (Å):
1 H -3.049 1.582 -1.128
2 C 0.484 -0.929 -0.433
3 H 1.452 -0.670 1.476
4 N -1.397 0.474 -1.172
5 H -3.882 -0.138 0.548
6 C -2.581 0.673 -0.769
7 C 1.428 -0.171 0.556
8 H 0.645 -0.674 -1.473
9 H 0.592 -2.038 -0.347
10 O 3.332 -1.237 -0.514
11 N 1.012 1.236 0.701
12 H -2.071 -1.642 1.256
13 H 0.240 1.418 0.058
14 C -1.986 -0.993 0.422
15 O 3.334 0.998 -0.528
16 H 2.768 1.633 0.086
17 C -0.926 -0.630 -0.484
18 C 2.843 -0.229 -0.129
19 H 0.712 1.438 1.665
20 N -2.950 -0.101 0.208

Values from the calculation:
* SMILES string: N[C@@H](Cc1c[nH]cn1)C(=O)O
* LUMO level: 0.496 eV
* Kohn-Sham gap: 9.4 eV

Atom charges from the Mulliken analysis, given in e for atoms 1 to 6: 0.40 -0.74 0.45 -0.64 0.17 -0.25


Run b
The following is a DFT calculation (ωB97M-V/def2-TZVPD) of an isolated molecule of C6H9N3O2.

Geometry (Å):
1 H 0.426 -2.188 -0.682
2 O 1.513 1.720 -1.876
3 H -1.862 -0.623 0.004
4 C 0.007 -1.519 -0.016
5 H 0.391 0.740 3.502
6 N -1.208 -1.151 -0.553
7 C -1.370 -1.022 -1.995
8 C 0.523 0.399 2.456
9 N 0.477 -1.629 1.146
10 N 0.885 0.984 0.150
11 H 2.299 1.232 -1.733
12 C 0.704 1.873 -0.823
13 O -0.162 2.736 -0.897
14 H 0.387 2.384 1.685
15 H -2.388 -1.356 -2.268
16 H -1.471 0.034 -2.361
17 C 0.553 1.352 1.370
18 H 0.266 -1.456 3.192
19 H -0.465 -1.558 -2.545
20 C 0.495 -0.952 2.243

Values from the calculation:
* SMILES string: CN\C=N/C=C\C=N\C(=O)O
* LUMO level: -0.080 eV
* Kohn-Sham gap: 8.4 eV

Atom charges from the Mulliken analysis, given in e for atoms 1 to 6: 0.32 -0.48 0.27 -0.07 0.27 -0.11


Computed energies relative to the best structure, in kcal/mol: run a 0.0; run b 35.8


Run a
The following is a DFT calculation (ωB97M-V/def2-TZVPD) of an isolated molecule of C3H4S2.

Geometry (Å):
1 S 0.373 2.327 0.584
2 H -0.549 -0.871 0.144
3 S 1.949 -1.399 -0.135
4 H -1.355 0.470 -0.369
5 C 0.770 0.757 0.206
6 C 1.929 0.089 0.557
7 H -0.320 -0.008 -1.515
8 C -0.365 0.001 -0.391
9 H 2.685 0.431 1.305

Values from the calculation:
* SMILES string: CC(=S)C=S
* LUMO level (alpha / beta): -2.231 / -2.230 eV
* Kohn-Sham gap (alpha / beta): 6.6 / 6.6 eV

Atom charges from the Mulliken analysis, given in e for atoms 1 to 6: -0.20 0.43 -0.19 0.39 0.40 -0.21


Run b
The following is a DFT calculation (ωB97M-V/def2-TZVPD) of an isolated molecule of C3H4S2.

Geometry (Å):
1 H -3.609 -0.726 0.378
2 S 2.483 0.047 0.036
3 H 0.464 1.519 0.125
4 S -0.479 -0.630 -0.063
5 H -3.723 1.004 -0.133
6 C -1.803 0.358 -0.084
7 C 0.917 0.502 0.007
8 H -1.598 1.391 -0.302
9 C -3.047 0.162 0.139

Values from the calculation:
* SMILES string: C=CSC=S
* LUMO level: -0.539 eV
* Kohn-Sham gap: 8.3 eV

Atom charges from the Mulliken analysis, given in e for atoms 1 to 6: 0.31 -0.20 0.21 -0.01 0.19 0.04


Run c
The following is a DFT calculation (ωB97M-V/def2-TZVPD) of a cluster of 2 separate species, C3H4S2 in total.

Geometry (Å):
1 C 0.399 -0.828 1.764
2 C -0.736 0.706 -2.141
3 C 1.376 -0.116 0.896
4 H -1.444 0.321 -2.901
5 S 0.463 0.960 1.743
6 H -0.761 1.663 -1.714
7 H 0.679 -1.280 2.750
8 H -0.558 -1.305 1.247
9 S 0.582 -0.120 -1.644

Values from the calculation:
* LUMO level: -0.866 eV
* Kohn-Sham gap: 7.3 eV

Atom charges from the Mulliken analysis, given in e for atoms 1 to 6: -0.26 -0.35 -0.26 0.26 -0.01 0.26


Run d
The following is a DFT calculation (ωB97M-V/def2-TZVPD) of a structure of composition C3H4S2.

Geometry (Å):
1 H -0.709 -1.123 -0.728
2 H -0.611 2.775 -0.017
3 H 0.880 -0.829 -1.461
4 H 1.070 -1.097 0.209
5 C -0.764 1.755 -0.079
6 C 0.312 -0.692 -0.559
7 S -2.412 1.504 0.172
8 C 0.156 0.792 -0.295
9 S 2.234 1.668 0.243

Values from the calculation:
* LUMO level (alpha / beta): -3.496 / -3.488 eV
* Kohn-Sham gap (alpha / beta): 5.2 / 5.2 eV

Atom charges from the Mulliken analysis, given in e for atoms 1 to 6: 0.33 0.42 0.31 0.29 -0.31 -0.79


Computed energies relative to the best structure, in kcal/mol: run a 11.7; run b 0.0; run c 75.3; run d 82.6


Run a
The following is a DFT calculation (ωB97M-V/def2-TZVPD) of an isolated molecule of C3H4S2.

Geometry (Å):
1 C 0.307 0.355 -0.143
2 H -2.446 1.751 1.741
3 S 2.100 -2.297 -0.354
4 C -1.893 1.325 1.005
5 C -0.826 1.073 0.488
6 H 1.186 -2.583 -1.404
7 H 0.169 0.027 -1.289
8 S 0.586 -1.338 0.672
9 H 1.173 0.969 0.081

Values from the calculation:
* SMILES string: C#CCSS
* LUMO level: 0.473 eV
* Kohn-Sham gap: 9.6 eV

Atom charges from the Mulliken analysis, given in e for atoms 1 to 6: -0.36 0.37 -0.22 -0.22 -0.30 0.17


Run b
The following is a DFT calculation (ωB97M-V/def2-TZVPD) of an isolated molecule of C3H4S2.

Geometry (Å):
1 H -1.430 3.169 0.869
2 C -0.099 -1.176 -0.385
3 S -1.228 1.533 -1.427
4 C -0.364 1.220 -0.033
5 H 1.204 -0.074 0.818
6 H -0.838 -0.973 -1.068
7 S -0.413 2.247 1.380
8 C 0.416 -0.053 0.089
9 H 0.323 -2.054 -0.215

Values from the calculation:
* SMILES string: C=CC(=S)S
* LUMO level: -0.619 eV
* Kohn-Sham gap: 8.1 eV

Atom charges from the Mulliken analysis, given in e for atoms 1 to 6: 0.19 -0.67 -0.25 0.31 0.33 0.24


Computed energies relative to the best structure, in kcal/mol: run a 22.6; run b 0.0